A cluster of 4 separate species, C40H89N8O6 in total at a distorted geometry. Source: the OMol25 dataset; level of theory: wB97M-V/def2-TZVPD.

```
143
Properties=species:S:1:pos:R:3:forces:R:3
C -4.41324 6.80008 -3.46606 0.125 0.090 0.031
C -3.75629 5.64519 -3.46807 -0.004 0.136 0.104
C -4.37639 4.35223 -3.00982 -0.063 0.307 0.694
N -3.51001 3.18653 -3.09491 0.144 -0.114 -0.229
C -3.91226 2.08518 -3.99281 -0.427 -0.267 -0.174
C -4.41201 0.84771 -3.23151 -0.177 -0.032 -0.464
C -3.97578 -0.43224 -3.94086 -0.028 -0.035 0.046
C -4.28184 -1.73962 -3.18965 0.083 0.165 -0.083
C -4.13187 -1.65543 -1.67406 0.234 -0.329 0.079
C -2.69889 -1.33480 -1.24137 0.140 0.287 0.187
C -2.42449 -1.68566 0.22648 -0.688 -0.264 -0.183
C -2.21494 -3.18388 0.49924 0.454 0.486 0.428
C -0.75309 -3.62809 0.40710 -0.236 -0.181 -0.322
C -0.12414 -3.49945 -0.99093 0.454 0.031 0.388
C 0.70003 -2.21286 -1.17977 -0.490 -0.092 -0.298
C 0.84444 -1.78129 -2.65063 0.450 0.229 0.416
C -2.35010 2.98180 -2.46712 -0.061 0.112 0.132
N -1.63401 1.85816 -2.72705 -0.180 0.016 -0.273
C -0.55676 1.95264 -1.99920 0.103 0.073 0.078
N -0.51980 3.05798 -1.27370 0.008 -0.165 0.096
C 0.60210 3.43472 -0.38045 0.489 0.093 -0.030
N 1.87670 3.49188 -1.03716 -0.297 -0.362 -0.461
N -1.70744 3.73938 -1.53132 0.141 0.063 -0.077
C -1.94820 4.98712 -0.79530 0.126 0.582 1.007
C -3.35881 5.13928 -0.20248 -0.142 0.116 -0.508
C -1.37570 6.28207 -1.42146 -0.018 0.088 -0.425
C -0.38804 6.12000 -2.59269 0.221 0.507 0.250
H -4.18343 7.54929 -4.21316 0.568 0.454 0.606
H -5.19416 7.03399 -2.75062 -0.651 -0.369 -0.545
H -2.73988 5.62324 -3.84831 -0.330 -0.404 -0.892
H -4.85221 4.42830 -2.02797 0.125 0.047 -0.033
H -5.21576 4.17878 -3.67830 0.159 -0.255 -0.119
H -3.09826 1.82755 -4.66915 0.195 0.018 0.232
H -4.70826 2.45257 -4.63803 0.030 0.232 0.108
H -5.50518 0.87514 -3.21126 0.007 0.027 0.259
H -4.05681 0.87805 -2.20328 0.042 -0.001 -0.022
H -4.48378 -0.46728 -4.90899 0.136 -0.008 -0.068
H -2.90557 -0.36057 -4.15423 0.023 0.003 0.106
H -5.27102 -2.10818 -3.46923 -0.075 0.093 0.149
H -3.57192 -2.48973 -3.55012 -0.087 -0.081 -0.020
H -4.80893 -0.92035 -1.22970 -0.077 -0.015 -0.075
H -4.42347 -2.61959 -1.24742 0.005 -0.005 -0.013
H -1.98938 -1.84119 -1.89911 -0.032 0.005 -0.023
H -2.52513 -0.26052 -1.36927 0.068 -0.059 -0.133
H -1.58865 -1.10740 0.62785 0.031 -0.021 0.002
H -3.31945 -1.37531 0.77871 0.111 0.144 0.100
H -2.83735 -3.80074 -0.14980 0.009 0.000 -0.021
H -2.53881 -3.36084 1.52918 -0.088 -0.198 -0.065
H -0.15806 -3.06235 1.13253 0.038 0.007 -0.020
H -0.70113 -4.67526 0.70396 -0.024 0.007 0.064
H 0.57141 -4.33474 -1.10550 -0.101 -0.046 -0.269
H -0.87895 -3.59407 -1.77337 -0.053 -0.067 0.044
H 0.22026 -1.39998 -0.62648 0.106 0.008 0.100
H 1.67730 -2.38359 -0.73453 0.013 0.095 0.108
H 1.85805 -1.41858 -2.84177 0.004 -0.056 -0.108
H 0.64978 -2.60262 -3.33828 -0.055 0.049 -0.063
H 0.18043 -0.94265 -2.86991 -0.216 -0.207 -0.225
H 0.24931 1.23420 -1.96790 -0.040 -0.054 -0.037
H 0.40403 4.39809 0.07661 -0.303 0.000 -0.079
H 0.67161 2.68999 0.41006 -0.205 0.078 0.086
H 1.83403 3.83638 -1.98592 0.105 0.131 0.020
H 2.38053 2.61747 -0.99910 0.024 -0.031 -0.131
H -1.35580 4.87279 0.10690 0.108 -0.484 -0.114
H -3.28857 5.50426 0.81920 0.044 -0.054 0.031
H -3.93426 5.87300 -0.76573 -0.034 -0.083 0.020
H -3.89514 4.19220 -0.20354 0.029 -0.014 0.207
H -2.19301 6.92754 -1.74030 -0.040 -0.132 0.002
H -0.87611 6.83252 -0.62302 -0.054 -0.115 0.106
H -0.80497 6.52338 -3.51387 -0.038 -0.293 -0.097
H 0.50058 6.72482 -2.40734 0.034 -0.075 0.021
H -0.04017 5.10084 -2.75414 -0.151 -0.051 -0.124
C 2.90569 -1.06999 2.00606 0.025 -0.063 0.018
O 3.73423 -1.89313 1.21162 -0.111 0.179 0.045
C 4.04211 -1.36969 -0.07179 0.130 -0.219 -0.100
C 5.49660 -0.96311 -0.16885 0.041 0.068 0.174
N 5.78010 0.21437 0.64196 -0.062 -0.128 0.014
C 7.20154 0.51532 0.79953 -0.090 0.182 -0.007
C 8.08430 -0.50672 1.50454 0.184 0.015 -0.051
O 7.80883 -0.65621 2.88219 -0.089 0.018 -0.011
C 6.75869 -1.54465 3.20986 0.081 0.004 0.110
H 2.60338 -1.65574 2.87209 0.009 -0.005 0.000
H 3.42162 -0.16941 2.35940 -0.032 0.037 -0.034
H 2.00615 -0.76744 1.45760 -0.018 0.007 0.001
H 3.37755 -0.53428 -0.32213 0.029 0.054 0.044
H 3.85852 -2.17414 -0.78945 0.018 0.051 -0.059
H 5.73603 -0.73957 -1.21308 0.029 -0.013 0.003
H 6.09480 -1.83125 0.13667 -0.020 -0.055 -0.124
H 5.38137 0.07785 1.56263 0.013 -0.076 -0.006
H 7.27204 1.44778 1.36651 0.030 0.016 -0.031
H 7.62107 0.71670 -0.19138 0.012 -0.044 -0.007
H 9.11049 -0.13616 1.44791 0.003 -0.011 0.011
H 8.07830 -1.48266 1.00361 -0.106 -0.009 0.025
H 6.68780 -2.36959 2.49543 -0.034 0.015 -0.022
H 5.79177 -1.03435 3.26865 -0.030 -0.048 -0.064
H 6.97436 -1.95575 4.19545 0.018 -0.002 -0.005
C -6.06742 -8.45354 2.54887 0.034 -0.048 0.048
O -5.19465 -9.34070 1.88163 -0.047 0.138 -0.022
C -5.68077 -9.83365 0.63955 0.059 -0.221 -0.017
C -4.89599 -9.26507 -0.52178 0.015 0.149 0.026
N -5.16777 -7.84478 -0.70088 0.138 -0.024 0.096
C -4.28138 -7.16767 -1.63892 -0.164 0.072 0.034
C -2.79203 -7.11241 -1.31864 0.108 0.027 -0.212
O -2.46515 -6.30739 -0.20001 -0.059 -0.098 0.020
C -2.57994 -6.93748 1.06328 0.070 0.146 0.037
H -5.66652 -8.29739 3.54884 0.017 -0.004 -0.005
H -6.13856 -7.48145 2.04686 -0.061 -0.012 -0.016
H -7.07295 -8.87537 2.63786 -0.013 0.021 -0.005
H -6.74960 -9.62792 0.52940 0.015 0.076 -0.015
H -5.54541 -10.91824 0.64937 -0.033 -0.003 0.014
H -5.17764 -9.79736 -1.43523 0.016 0.007 -0.014
H -3.83378 -9.46885 -0.32857 -0.015 -0.102 -0.033
H -5.10015 -7.38501 0.19792 -0.035 0.001 -0.002
H -4.63458 -6.13626 -1.72854 0.015 0.002 -0.051
H -4.40382 -7.63017 -2.62391 0.028 -0.027 0.005
H -2.29678 -6.64198 -2.17283 0.019 0.009 0.017
H -2.34718 -8.10885 -1.21324 -0.073 -0.021 0.092
H -2.35072 -8.00427 1.00674 -0.049 -0.015 -0.001
H -3.57354 -6.80294 1.49967 -0.019 -0.102 -0.013
H -1.86170 -6.46186 1.73272 0.022 -0.009 -0.016
C 2.46609 4.23240 1.97146 0.000 0.069 -0.083
O 3.27568 3.30678 2.65282 0.015 -0.029 -0.028
C 4.59488 3.17663 2.11829 0.130 -0.195 0.184
C 5.62586 3.77385 3.04982 -0.093 0.192 0.060
N 5.53045 5.22611 3.08980 -0.099 -0.077 0.062
C 6.33191 5.86561 4.13023 -0.021 0.104 -0.144
C 6.01932 5.54159 5.58585 0.183 0.021 0.107
O 4.77124 6.03086 6.03845 -0.038 -0.021 -0.074
C 3.65470 5.21299 5.76241 -0.042 0.081 0.102
H 1.44751 4.11180 2.34601 0.014 0.019 0.116
H 2.77469 5.26972 2.14257 -0.005 0.045 0.011
H 2.47566 4.04762 0.89049 0.209 0.230 0.458
H 4.65960 3.62116 1.12054 -0.026 0.068 0.021
H 4.79447 2.10889 2.02221 -0.032 0.026 -0.083
H 6.62237 3.49403 2.69507 0.020 0.001 0.030
H 5.48084 3.31629 4.03822 0.058 -0.112 -0.045
H 4.56246 5.48573 3.22683 0.005 0.014 0.011
H 6.21967 6.94478 4.00369 0.045 0.008 0.011
H 7.38525 5.63353 3.94362 0.000 -0.036 0.016
H 6.77159 6.04758 6.19510 -0.015 0.002 0.018
H 6.11038 4.47063 5.80580 -0.080 -0.018 -0.069
H 3.91776 4.15117 5.76811 -0.001 -0.005 -0.045
H 3.18917 5.46292 4.80285 0.022 -0.086 -0.029
H 2.91618 5.39230 6.54382 0.013 -0.001 0.015
```
Forces are in eV/Å.

Computed properties:
Total charge ... +1
Orbital gap ... 7.7 eV
Strongest force on any atom ... 0.0228 hartree/bohr
Calculated total energy ... -2466.52362 hartree
HOMO ... -10.0 eV
Multiplicity ... 1

Atomic partial charges in e from the Löwdin method, atoms 1 to 8:
1. C 0.026
2. C -0.163
3. C -0.140
4. N -0.014
5. C -0.136
6. C -0.184
7. C -0.201
8. C -0.193